DFT (the ωB97M-V functional and the def2-TZVPD basis) results for a 4-piece molecular cluster, C14H31N9O4 overall.

Geometry as XYZ:
```
58
Properties=species:S:1:pos:R:3:forces:R:3
C -1.76142 -1.73872 3.49095 -0.33 -0.07 -0.01
C -2.57294 -1.37370 2.27513 0.28 -1.10 -0.38
O -3.12786 -2.57654 1.73955 -0.14 0.55 -0.01
C -1.72964 -0.69056 1.21345 -0.32 0.51 0.56
C -0.92442 0.50066 1.75613 -0.21 -0.82 -0.38
C -0.42630 1.29088 0.66820 1.90 3.12 -3.64
N -0.01233 2.02419 -0.16223 -1.45 -2.54 2.66
C -1.70259 1.40661 2.68452 0.50 0.27 0.34
C -2.98606 1.75624 2.16475 -4.10 0.97 -1.70
N -4.06231 2.01585 1.77182 2.90 -0.63 1.00
C -0.90996 2.62440 3.10418 0.01 -0.03 0.62
C 0.07235 2.27677 4.21105 0.36 0.43 -0.61
C 1.48547 2.71315 3.92760 0.37 -0.08 0.22
C 2.48078 1.91592 4.73973 -0.35 -0.28 -0.18
N 2.85371 0.68897 4.04358 -0.10 0.24 -0.32
H -2.28220 -2.52982 3.98388 -0.36 -0.57 0.48
H -1.66173 -0.94906 4.20911 0.34 0.45 0.35
H -0.80578 -2.12732 3.18780 0.66 -0.09 -0.03
H -3.43259 -0.79006 2.51619 -0.55 0.60 0.33
H -2.38828 -3.17332 1.61794 0.21 -0.49 -0.47
H -2.38161 -0.33028 0.44418 -0.47 0.19 -0.59
H -1.07827 -1.41789 0.77773 0.59 -0.51 -0.30
H -0.04590 0.14863 2.26999 0.40 -0.22 0.50
H -1.88111 0.85299 3.57988 -0.32 -0.43 0.62
H -1.59609 3.34754 3.48413 -0.56 0.65 0.13
H -0.41663 3.06852 2.26207 0.25 0.25 -0.49
H -0.24371 2.74299 5.11852 -0.31 0.15 0.81
H 0.09595 1.21961 4.38812 -0.15 -0.83 0.09
H 1.72935 2.54445 2.90072 0.15 -0.07 -0.85
H 1.61954 3.76200 4.11281 -0.09 0.70 0.13
H 3.34667 2.50201 4.96191 0.70 0.30 0.00
H 2.01231 1.68499 5.68040 -0.12 -0.05 0.80
H 3.81287 0.45494 4.20355 0.37 -0.23 0.08
H 2.28342 -0.08112 4.33744 -0.08 -0.37 0.12
N 0.36679 0.87568 -2.88956 -0.14 0.03 -0.17
C -0.02032 0.60809 -4.16323 0.27 -0.39 -0.02
N -1.02755 1.38470 -4.65838 -0.02 0.04 -0.02
O 0.49593 -0.28944 -4.83039 -0.05 0.31 -0.02
H -0.03360 1.59533 -2.31269 0.08 -0.02 0.03
H 1.11160 0.32162 -2.51119 0.03 -0.01 0.00
H -1.33744 1.19856 -5.59229 0.00 -0.03 -0.04
H -1.46638 2.11706 -4.13425 0.01 0.02 0.05
N -0.90439 -5.30813 -2.09323 0.00 0.07 0.01
C -1.23708 -4.16072 -1.43079 -0.07 -0.23 0.03
N -1.71296 -3.15471 -2.21149 -0.04 0.08 -0.29
O -1.12316 -4.06046 -0.21628 0.05 0.13 0.07
H -0.99491 -5.41738 -3.08463 0.01 0.01 -0.02
H -0.55673 -6.07071 -1.54616 0.03 -0.05 0.05
H -1.99034 -2.30908 -1.75472 -0.05 0.10 0.06
H -1.82493 -3.22438 -3.21074 0.09 0.00 0.26
N 3.52114 -0.85871 -6.64886 -0.11 0.08 0.02
C 4.05443 0.29634 -7.15182 -0.17 -0.06 0.11
N 3.27864 1.41177 -6.96102 0.03 -0.06 -0.02
O 5.13022 0.33520 -7.72186 0.01 0.03 -0.01
H 2.63425 -0.89519 -6.17608 -0.04 0.06 0.05
H 4.05148 -1.69916 -6.76203 0.08 -0.03 -0.04
H 3.63020 2.27990 -7.31226 0.05 0.05 -0.03
H 2.39301 1.39064 -6.49153 -0.02 -0.09 0.04
```
Forces are in eV/Å.

relative energy (zero: lowest compared OMol25 entry of this formula, charge and spin)	0.0	kcal per mole
LUMO energy	0.40	eV



DFT (the ωB97M-V functional and the def2-TZVPD basis) results for a 3-piece molecular cluster, C14H31NO7Si overall.

Geometry as XYZ:
```
54
Properties=species:S:1:pos:R:3:forces:R:3
C -4.87221 0.48393 0.23680 0.54 -1.24 -0.11
C -3.54379 -0.04987 0.95856 0.97 2.22 1.60
O -2.70984 0.79055 1.39569 -3.03 -3.28 -1.42
N -3.34650 -1.49020 1.14483 -0.66 1.16 -1.44
C -2.31552 -2.07339 0.22017 1.68 -0.81 0.66
C -2.56914 -3.62390 -0.09504 -0.50 0.49 0.49
C -3.60458 -3.90590 -1.27667 0.89 -0.97 -0.40
C -3.24898 -3.15318 -2.66288 -0.50 -0.59 0.25
Si -4.46066 -1.66676 -2.87146 0.91 -1.16 -0.48
H -5.50552 -0.42200 -0.02141 0.55 1.20 0.25
H -5.47707 1.19914 0.87257 1.04 -0.75 -0.76
H -4.52799 0.94379 -0.75134 -0.58 -0.38 1.53
H -4.23412 -2.00909 1.06403 0.57 0.57 -0.23
H -2.13439 -1.43887 -0.71458 -0.72 -1.12 1.07
H -1.32210 -2.03367 0.79956 -1.37 -0.01 -0.91
H -1.55254 -4.12854 -0.26474 -1.54 0.80 -0.09
H -2.98141 -4.09277 0.86779 0.59 0.62 -1.27
H -3.52280 -5.02956 -1.51031 -0.28 1.56 0.55
H -4.69645 -3.71739 -0.97425 1.67 -0.16 -0.30
H -2.15389 -2.85175 -2.74731 -1.37 -0.48 0.21
H -3.48604 -3.88521 -3.51683 0.46 1.11 1.16
H -3.88597 -0.42316 -2.36059 0.11 0.31 -0.04
H -5.65264 -1.99248 -2.07981 -0.29 0.08 0.01
H -4.78319 -1.59664 -4.31761 -0.12 0.31 0.13
C -0.47214 0.71337 -0.27914 0.54 0.55 0.01
C -0.35913 1.24865 -1.69419 -0.11 -0.72 0.23
O -0.01036 2.63978 -1.69157 0.47 0.25 -0.19
C 1.28139 2.90935 -1.46748 -0.48 0.04 0.13
O 2.15633 2.09702 -1.28288 -0.32 0.40 -0.46
O 1.43338 4.24179 -1.45683 -0.02 -0.38 -0.11
C 2.75643 4.66957 -1.13696 0.38 0.25 0.06
H -1.15846 1.32332 0.31026 0.20 -0.16 -0.33
H -0.82862 -0.31193 -0.28435 0.20 0.29 -0.01
H 0.49384 0.73720 0.23116 0.03 -0.09 -0.15
H -1.32922 1.17086 -2.19084 0.08 0.34 -0.03
H 0.35509 0.67197 -2.28927 0.08 0.22 0.07
H 3.49550 4.19066 -1.78234 -0.11 -0.08 0.14
H 2.97101 4.46230 -0.08674 0.06 -0.10 -0.12
H 2.80666 5.74681 -1.29610 -0.27 -0.13 -0.03
C 5.21467 0.70404 0.01046 0.28 -0.09 0.17
C 4.06805 1.29087 0.81058 0.01 0.08 -0.63
O 3.81594 0.51220 1.99032 0.16 0.11 0.63
C 4.65951 0.71902 3.01042 -0.08 -0.17 -0.37
O 5.58413 1.49437 3.02317 -0.27 -0.18 0.12
O 4.31271 -0.10579 4.01179 0.01 0.23 -0.17
C 5.19008 -0.05029 5.13470 0.16 -0.04 0.39
H 5.03319 -0.35225 -0.20371 -0.12 0.11 -0.08
H 5.34086 1.24094 -0.93257 -0.09 -0.04 0.06
H 6.15392 0.75982 0.56525 -0.06 0.10 -0.03
H 3.15641 1.25965 0.21290 0.20 -0.19 0.49
H 4.24988 2.33812 1.06823 0.09 -0.17 0.17
H 5.31646 0.97436 5.48946 0.08 -0.09 -0.17
H 6.15547 -0.48895 4.87495 -0.01 0.18 0.01
H 4.74436 -0.63992 5.93617 -0.15 -0.01 -0.26
```
Forces are in eV/Å.

LUMO energy	0.67	eV



DFT (the ωB97M-V functional and the def2-TZVPD basis) results for C14H32AgN4O8S as an isolated structure.

Geometry as XYZ:
```
60
Properties=species:S:1:pos:R:3:forces:R:3
Ag 0.12392 0.46349 -0.19285 -0.49 -0.52 0.12
C 1.44231 -4.50178 -2.51127 -0.55 0.51 2.26
C 1.27628 -4.87917 -1.00122 0.41 1.10 -0.41
O 2.39723 -4.26904 -0.33061 0.80 0.46 -0.28
S 2.67676 -2.76543 -0.95803 -0.38 0.52 2.24
O 4.09924 -2.43204 -0.85160 -2.53 -1.14 -0.84
O 1.75094 -1.84713 -0.24772 1.56 -1.91 -2.19
O 2.20452 -3.22288 -2.45188 0.15 -0.18 0.12
H 0.42057 -4.26538 -2.80834 0.30 0.09 -0.72
H 1.90874 -5.29305 -3.09816 0.35 0.63 -0.12
H 1.23109 -5.94230 -0.76498 0.29 0.16 -0.12
H 0.39812 -4.36013 -0.61713 -0.33 -0.22 -0.04
C -1.71714 0.09121 -3.93312 -1.29 -1.24 -0.33
C -0.78133 1.08080 -3.51357 1.01 -0.26 0.95
O -0.27132 0.93993 -2.40834 0.92 1.26 -0.53
N -0.55200 2.08523 -4.38341 0.93 -0.45 0.21
C 0.69094 2.80210 -4.28601 -0.13 1.65 -0.90
H -2.37711 0.05077 -3.06657 -1.12 0.07 -0.59
H -1.31065 -0.91890 -3.88274 0.43 0.16 -0.43
H -2.04265 0.37937 -4.93267 -1.03 -0.69 0.21
H -1.01215 2.08094 -5.28249 0.14 -0.28 0.28
H 0.77387 3.31308 -5.24524 -0.05 0.60 0.12
H 1.64174 2.26926 -4.27289 -0.42 -0.71 0.72
H 0.58199 3.53390 -3.48557 0.62 -0.03 0.00
C -4.33441 1.64466 -0.64274 0.65 1.29 -1.21
C -3.27790 2.10701 0.36519 2.23 -2.81 -1.25
O -2.05723 1.81140 0.22914 -2.48 0.95 0.26
N -3.75976 2.61495 1.49307 -0.60 0.34 0.71
C -2.91336 2.91101 2.61311 0.22 1.81 0.48
H -5.11502 2.39947 -0.73763 -0.52 -0.27 0.45
H -4.70687 0.62276 -0.57129 0.01 0.13 0.78
H -3.91202 1.67707 -1.64705 0.47 -0.05 0.07
H -4.68253 3.02485 1.46895 0.10 -0.34 0.09
H -3.31551 3.80927 3.08163 -0.17 0.08 0.16
H -1.93945 3.24380 2.25416 0.16 -0.55 0.06
H -2.83722 2.19195 3.42874 0.00 -0.51 -0.55
C -1.95687 -0.86909 3.14457 0.73 -0.92 -1.71
C -0.60636 -1.37251 2.61576 1.52 2.44 0.17
O 0.17297 -0.61826 1.97950 -1.12 -1.49 0.91
N -0.27626 -2.61838 2.99472 -0.59 -0.25 -0.70
C 0.84085 -3.41310 2.52541 0.31 -0.17 1.51
H -1.94006 -0.24369 4.03715 0.16 -0.51 0.06
H -2.49546 -1.81672 3.14921 -0.92 0.43 0.84
H -2.34414 -0.28832 2.30741 -0.19 0.17 0.09
H -0.96030 -3.15296 3.51087 -0.08 0.31 -0.13
H 1.75389 -2.81775 2.52056 -0.16 -0.02 -0.55
H 0.68269 -4.03104 1.64154 -0.09 0.61 -0.16
H 0.94208 -4.09747 3.36772 0.50 -0.45 -0.14
C 1.91921 3.57288 1.43514 0.24 -1.02 -0.38
C 2.42725 2.14083 1.21433 -0.13 1.84 1.55
O 2.08617 1.55872 0.23703 -0.56 -1.72 -2.91
N 3.30519 1.59772 2.05530 1.56 -0.91 1.31
C 4.03814 0.32215 1.83418 -0.61 0.60 0.21
H 1.18289 3.63240 2.23664 0.65 0.27 0.52
H 1.35089 3.84624 0.54610 0.30 -0.09 -0.11
H 2.85256 4.13467 1.47186 -0.48 0.73 0.63
H 3.63392 2.02527 2.90925 -0.57 0.60 -0.37
H 4.94586 0.49312 1.25545 -0.13 -0.06 -0.22
H 3.40249 -0.43280 1.37146 0.05 0.18 -0.05
H 4.33968 -0.00289 2.82993 -0.03 -0.22 -0.09
```
Forces are in eV/Å.

multiplicity	2
LUMO energy (spin up / spin down)	0.76 / 0.61	eV



DFT (the ωB97M-V functional and the def2-TZVPD basis) results for C14H32AlF6O18S6 as an isolated structure.

Geometry as XYZ:
```
77
Properties=species:S:1:pos:R:3:forces:R:3
Al 0.91589 0.29396 0.83785 0.08 0.15 -0.33
C 1.79771 5.37851 2.85757 -1.93 0.34 -0.05
F 1.65157 5.89662 1.62988 0.05 -0.01 0.97
F 3.03241 5.00910 3.03111 0.78 0.10 0.34
F 1.38025 6.24693 3.82139 0.83 -0.87 -1.33
S 0.67763 3.86549 2.99101 -0.94 -0.37 3.24
O -0.68489 4.33037 2.76200 0.99 -0.13 -0.01
O 1.12498 2.98358 1.91243 0.17 -0.65 -0.69
O 0.88341 3.34919 4.38849 -0.12 0.92 -3.07
C 2.91969 -0.19980 -4.18635 0.79 -1.20 0.19
F 3.25413 1.07146 -4.15838 0.50 -0.01 -0.19
F 1.61704 -0.27297 -4.31299 -0.77 -0.32 -0.02
F 3.48584 -0.86821 -5.22608 -0.33 0.96 1.34
S 3.44228 -1.01328 -2.50299 1.12 -2.03 -0.95
O 4.84432 -0.63034 -2.34396 -1.26 0.03 -0.04
O 2.56724 -0.44914 -1.48653 -0.13 1.29 0.50
O 3.26032 -2.47201 -2.61642 -0.02 1.78 -0.24
O 4.55179 -0.30566 4.16903 -2.45 2.38 -0.02
S 3.45064 0.68084 4.26912 1.57 -1.22 0.05
O 2.44481 0.76056 3.17892 0.97 -0.32 1.28
O 2.67026 0.43612 5.64072 -0.36 0.49 -1.83
C 3.42703 0.37571 6.86366 -0.05 -1.09 0.84
C 2.39263 0.51096 7.97537 -0.22 0.97 -0.35
C 4.05209 2.38127 4.56965 -0.25 -0.57 -0.67
H 4.22174 1.12037 6.90864 -0.25 0.21 -0.06
H 3.90255 -0.60510 6.86146 0.09 0.03 0.18
H 1.57763 -0.20758 7.88836 0.46 -0.42 0.19
H 1.87136 1.46080 7.85624 0.12 0.26 -0.13
H 2.83033 0.57435 8.97162 0.10 -0.51 -0.11
H 3.19139 2.94158 4.93482 0.06 -0.09 0.03
H 4.37447 2.78836 3.61129 0.00 -0.15 0.03
H 4.88792 2.38999 5.26923 -0.17 -0.25 -0.07
O -2.91342 -0.55435 -2.54405 3.28 0.12 -0.36
S -1.46637 -0.36746 -2.79767 -1.71 -0.18 -0.14
O -0.51726 -0.22941 -1.68843 -0.90 -0.86 -1.26
O -0.95077 -1.51953 -3.87575 0.35 0.57 1.77
C -1.94123 -2.15896 -4.71636 -0.95 0.73 0.02
C -1.29876 -2.94175 -5.82619 0.66 -0.66 1.08
C -1.23284 0.99916 -3.89828 -0.26 -0.22 -0.29
H -2.57900 -1.36664 -5.10824 -0.23 -0.06 0.02
H -2.53338 -2.83553 -4.10014 -0.18 0.25 0.03
H -0.99533 -3.86252 -5.32797 0.28 -0.33 -0.44
H -0.38335 -2.48160 -6.19819 -0.34 0.17 -0.37
H -2.03896 -3.20991 -6.58004 0.22 0.27 -0.10
H -1.64661 0.61767 -4.83175 -0.19 0.33 -0.04
H -0.17176 1.17457 -4.07561 -0.18 0.11 0.39
H -1.79955 1.86070 -3.54518 0.22 -0.06 0.08
O 0.99152 -2.51649 -0.10141 0.13 -0.31 0.24
S 0.98497 -3.87741 -0.58665 -0.48 -3.68 0.74
O 2.12161 -4.82211 -0.38689 -2.68 2.95 -0.72
O -0.36705 -4.60701 0.10643 1.93 2.16 0.31
C -0.49213 -6.00298 -0.05044 -0.57 -1.51 -0.01
C -1.68414 -6.51174 0.79227 0.49 1.21 -0.33
C 0.35041 -3.86131 -2.28176 1.21 -0.38 -0.09
H 0.40428 -6.57520 0.18855 0.24 0.46 0.05
H -0.73478 -6.14513 -1.10354 0.07 -0.51 -0.15
H -1.69316 -6.08376 1.79470 0.30 0.10 0.00
H -1.66220 -7.59369 0.92264 -0.23 0.09 -0.48
H -2.54925 -6.09367 0.27759 -0.45 -0.66 0.25
H -0.73651 -3.81704 -2.35054 0.20 0.50 0.53
H 0.65211 -4.79865 -2.74917 0.21 -0.03 0.14
H 0.89341 -3.05286 -2.77132 -0.39 0.00 -0.09
O -1.42098 1.98836 0.12046 -0.91 0.86 -0.50
S -2.39363 3.04134 -0.18547 -2.16 -0.52 -0.11
O -1.96734 4.33026 -0.64537 0.06 -0.75 -0.08
O -3.52728 2.37510 -1.25844 1.45 1.29 0.39
C -4.42936 3.34980 -1.96630 -0.42 -0.42 0.48
C -5.55205 2.55096 -2.63466 0.47 -0.93 0.33
C -3.50848 3.20970 1.24986 1.57 -0.13 -0.10
H -3.88516 3.96559 -2.68235 0.29 -0.22 0.18
H -4.86596 3.99442 -1.20344 0.13 0.15 -0.01
H -6.31559 3.12791 -3.15641 0.38 0.43 0.09
H -6.07953 1.93747 -1.90426 0.01 0.16 0.24
H -5.14337 1.81820 -3.33047 0.14 0.15 -0.19
H -4.36269 3.86699 1.08743 -0.05 -0.53 -0.46
H -2.91458 3.68924 2.02795 0.23 -0.07 -0.03
H -3.66132 2.16705 1.52849 -0.66 0.25 0.03
```
Forces are in eV/Å.

charge	+1
relative energy (zero: lowest compared OMol25 entry of this formula, charge and spin)	60.6	kcal per mole
LUMO energy	-10.14	eV